C55H125N5O15 | wB97M-V/def2-TZVPD

The geometry in XYZ format:
```
200
Properties=species:S:1:pos:R:3:forces:R:3
C 0.293 1.045 0.209 0.19 -0.41 -1.71
C 0.477 0.728 -1.294 0.74 0.16 0.67
O -0.371 -0.325 -1.713 -0.42 0.13 -0.34
O 0.248 -0.227 0.851 -0.04 0.16 0.57
H -0.654 1.573 0.333 0.63 -0.02 0.42
H 1.167 1.621 0.510 -0.17 0.13 0.36
H 1.514 0.420 -1.476 0.02 -0.12 0.22
H 0.344 1.616 -1.917 -0.40 -0.03 0.20
H -0.716 -0.754 -0.919 0.08 -0.08 -0.10
H 0.295 -0.046 1.800 0.06 -0.21 -0.03
C -1.388 2.415 -5.235 -1.25 -0.12 -0.08
C -1.659 3.881 -5.508 0.51 0.04 -0.15
O -0.601 4.510 -6.216 -0.10 0.01 -0.46
O -0.334 2.297 -4.308 0.34 0.43 0.08
H -1.291 1.867 -6.177 0.85 0.15 -0.02
H -2.315 1.970 -4.845 0.07 0.14 0.45
H -1.831 4.459 -4.595 -0.18 -0.30 0.26
H -2.555 3.947 -6.125 0.03 0.11 -0.07
H 0.250 4.245 -5.852 -0.11 -0.09 0.25
H 0.266 1.545 -4.445 -0.39 -0.09 -0.35
C 1.824 -1.038 -4.278 0.92 -0.24 -0.19
C 2.867 -0.659 -5.324 -0.57 -0.16 -0.01
O 3.371 0.652 -5.076 -0.14 -0.41 0.05
O 0.777 -0.088 -4.357 -0.31 -0.18 0.25
H 2.307 -1.035 -3.296 -0.09 0.24 0.11
H 1.505 -2.071 -4.445 -0.39 0.12 -0.18
H 2.429 -0.691 -6.327 -0.20 0.01 0.01
H 3.644 -1.423 -5.333 0.39 0.38 0.27
H 2.558 1.172 -5.015 0.25 0.21 -0.01
H 0.207 -0.158 -3.569 0.07 -0.39 -0.07
C 1.821 5.484 -1.588 0.00 0.37 0.06
C 1.041 4.736 -2.653 -0.28 -0.37 -1.14
O -0.080 4.064 -2.126 -0.09 0.24 1.11
O 3.038 5.983 -2.114 -0.81 1.15 0.05
H 2.021 4.970 -0.642 -0.63 -0.47 -0.65
H 1.164 6.300 -1.276 0.34 0.39 -0.15
H 1.650 4.045 -3.254 0.20 -0.10 0.42
H 0.720 5.466 -3.409 -0.02 0.22 0.17
H -0.481 3.463 -2.764 0.34 0.03 -0.48
H 3.566 5.220 -2.388 -0.11 -0.01 0.30
C 3.705 2.845 -1.018 0.92 -1.48 0.27
C 3.948 3.729 0.191 -0.29 0.32 0.36
O 3.959 3.067 1.459 0.32 -0.47 -0.32
O 3.866 3.617 -2.198 -0.11 -0.53 -0.08
H 2.766 2.290 -0.906 -0.36 0.59 -0.36
H 4.448 2.041 -1.096 0.13 0.04 0.50
H 3.100 4.408 0.295 0.70 0.11 0.01
H 4.889 4.264 0.058 -0.12 0.27 -0.07
H 4.821 2.656 1.578 -0.10 -0.08 0.00
H 3.471 3.154 -2.943 0.14 -0.19 0.03
C 3.360 1.832 5.583 0.45 -0.31 -0.90
C 1.867 2.074 5.349 -1.04 -0.20 -0.49
C 1.484 3.200 6.319 -1.38 -0.91 1.09
C 0.021 3.655 6.175 0.78 0.22 0.42
C -0.147 4.225 4.791 -0.97 -0.55 0.42
C 0.270 3.216 3.713 -0.35 -0.03 -2.11
N 1.519 2.518 3.991 1.20 1.66 1.74
O 2.009 1.684 2.976 -0.53 0.07 0.14
C -0.907 2.256 3.393 0.40 0.02 0.60
C 0.534 4.044 2.426 -0.45 0.70 0.84
C 1.071 0.768 5.599 1.10 -0.94 0.45
H 3.741 0.959 5.046 -0.30 -0.28 0.25
H 3.533 1.727 6.653 0.02 -0.20 0.00
H 4.028 2.620 5.221 -0.47 0.44 0.07
H 1.501 2.730 7.309 0.55 0.15 0.09
H 2.200 4.020 6.303 -0.04 0.08 -0.22
H -0.268 4.377 6.946 0.39 0.26 -0.11
H -0.652 2.829 6.419 0.07 -0.20 -0.54
H 0.322 5.208 4.722 0.46 -0.21 -0.18
H -1.220 4.416 4.668 0.07 0.06 -0.44
H -1.403 1.943 4.310 -0.07 -0.32 -0.10
H -1.627 2.714 2.713 0.07 -0.61 1.87
H -0.504 1.413 2.833 -0.06 -0.24 0.25
H 0.353 3.539 1.479 0.96 -0.25 0.31
H -0.215 4.845 2.408 0.35 0.01 0.10
H 1.507 4.514 2.574 0.16 -0.11 -0.50
H 0.010 0.858 5.814 0.00 0.30 -0.08
H 1.527 0.146 6.380 -0.14 0.35 0.35
H 1.206 0.105 4.738 -0.21 0.31 -0.26
H 2.699 2.253 2.598 0.01 -0.28 -0.44
C -1.500 -5.405 0.652 1.00 0.56 -0.86
C -1.782 -4.176 1.555 -0.20 -0.72 0.91
C -2.773 -4.670 2.635 -0.16 -1.79 0.31
C -2.115 -5.498 3.746 1.04 1.63 0.02
C -1.035 -4.607 4.378 0.24 -1.74 0.35
C 0.051 -4.115 3.425 0.67 0.95 -1.09
N -0.523 -3.690 2.141 -1.85 0.78 1.01
O 0.419 -3.279 1.196 0.31 -0.34 -0.38
C 0.666 -2.885 4.115 -0.65 0.51 0.30
C 1.153 -5.164 3.191 -0.08 -0.83 0.44
C -2.491 -3.010 0.852 -0.06 -1.33 -0.79
H -2.332 -5.955 0.213 -0.35 0.34 0.24
H -0.855 -6.130 1.151 -0.16 0.05 0.33
H -0.882 -5.059 -0.183 -0.02 -0.07 -0.08
H -3.440 -3.913 3.045 0.28 0.26 0.05
H -3.396 -5.424 2.142 -0.43 0.55 -0.32
H -1.609 -6.381 3.353 -0.23 -0.08 -0.16
H -2.762 -5.810 4.564 -0.41 -0.05 -0.33
H -0.541 -5.305 5.067 0.30 0.48 0.27
H -1.459 -3.817 4.995 -0.11 0.22 -0.30
H -0.096 -2.117 4.291 -0.28 -0.22 -0.16
H 0.956 -3.190 5.123 0.60 0.11 -0.13
H 1.432 -2.339 3.566 0.37 -0.65 0.09
H 1.858 -5.131 4.025 0.02 -0.16 -0.02
H 0.729 -6.173 3.145 -0.08 0.01 0.20
H 1.727 -5.095 2.267 -0.17 0.64 -0.03
H -3.333 -3.456 0.309 0.05 0.14 -0.19
H -1.806 -2.595 0.112 -0.23 0.46 0.03
H -2.949 -2.301 1.535 0.55 0.25 0.14
H 0.164 -2.384 0.928 0.13 0.08 0.30
C -4.983 4.980 2.418 -0.46 0.51 0.24
C -5.284 4.291 1.093 0.51 -2.21 -0.16
C -5.430 5.262 -0.085 -0.84 0.94 0.71
C -4.127 5.801 -0.622 0.32 -0.43 1.16
C -3.270 4.623 -1.074 -0.35 0.50 -0.22
C -2.991 3.588 0.041 0.01 -0.59 -0.72
N -4.244 3.286 0.744 -0.47 0.65 -1.71
O -4.169 2.202 1.631 0.41 0.20 0.41
C -2.558 2.269 -0.698 0.20 1.25 0.22
C -1.844 4.014 0.946 -1.20 0.80 -0.37
C -6.578 3.471 1.186 -0.68 0.43 0.51
H -4.441 4.328 3.100 0.27 0.03 -0.17
H -5.906 5.231 2.951 -0.08 0.07 -0.17
H -4.473 5.930 2.247 0.33 -0.15 0.22
H -6.090 4.887 -0.871 0.25 -0.42 -0.01
H -5.991 6.097 0.359 -0.09 0.05 -0.18
H -3.648 6.284 0.239 0.25 0.15 -0.20
H -4.289 6.587 -1.358 0.08 -0.23 -0.26
H -2.338 4.994 -1.503 0.18 -0.28 0.15
H -3.817 4.134 -1.886 0.02 -0.14 0.00
H -1.536 2.396 -1.062 -0.25 0.15 -0.13
H -2.525 1.438 0.006 -0.36 -0.17 -0.26
H -3.192 2.124 -1.571 -0.22 -0.43 0.22
H -2.118 4.864 1.582 -0.33 -0.10 0.02
H -1.633 3.186 1.625 0.25 0.99 -1.79
H -1.009 4.406 0.364 0.06 -0.63 -0.11
H -6.716 2.876 0.284 -0.16 0.26 -0.15
H -7.398 4.176 1.364 -0.14 -0.05 -0.52
H -6.694 2.781 2.024 0.71 0.06 0.13
H -4.387 1.442 1.078 -0.14 0.02 0.15
C -4.360 -2.516 -2.642 0.82 -0.12 0.20
C -3.606 -2.994 -3.906 -0.91 1.03 0.54
C -2.103 -2.817 -3.709 0.23 -0.54 1.10
C -1.524 -3.911 -2.818 0.92 -0.39 -0.91
C -1.811 -5.255 -3.451 -0.42 -1.06 0.45
C -3.299 -5.578 -3.669 -0.01 0.78 0.30
N -3.957 -4.380 -4.224 1.70 0.30 -1.45
O -5.275 -4.530 -4.655 -0.51 -0.20 0.44
C -3.413 -6.761 -4.631 -0.29 0.31 0.12
C -3.930 -5.968 -2.337 -0.30 -0.63 -0.07
C -3.991 -2.018 -5.027 0.14 0.02 -1.25
H -4.093 -3.185 -1.824 -0.49 -0.06 0.06
H -5.427 -2.471 -2.842 -0.05 -0.18 0.25
H -3.997 -1.540 -2.305 -0.17 0.18 -0.30
H -1.590 -2.821 -4.673 0.02 -0.04 -0.03
H -1.895 -1.877 -3.193 -0.26 0.29 -0.42
H -1.812 -3.895 -1.767 -0.56 0.18 -0.18
H -0.433 -3.823 -2.769 0.02 0.22 -0.04
H -1.454 -6.038 -2.772 0.08 -0.06 -0.09
H -1.310 -5.459 -4.401 0.25 0.63 -0.03
H -3.074 -6.524 -5.641 -0.27 0.28 -0.03
H -2.784 -7.599 -4.326 -0.17 -0.02 0.37
H -4.468 -7.035 -4.601 0.12 -0.41 -0.49
H -3.439 -6.869 -1.961 0.06 0.10 0.20
H -3.873 -5.164 -1.607 0.06 -0.11 0.09
H -4.977 -6.244 -2.490 -0.05 0.23 0.06
H -3.390 -1.105 -5.003 0.08 -0.06 0.44
H -5.024 -1.673 -5.086 -0.12 -0.39 0.37
H -3.753 -2.438 -6.012 -0.02 -0.19 0.09
H -5.246 -4.565 -5.620 0.16 -0.01 0.11
C 3.281 -1.447 -0.209 -1.62 0.20 0.94
C 4.187 -1.685 1.028 -0.49 -0.62 -1.73
C 4.243 -3.197 1.290 -0.33 -0.53 -0.12
C 4.897 -3.998 0.184 0.87 0.07 0.24
C 6.300 -3.425 -0.007 0.26 -0.82 -0.75
C 6.421 -1.905 -0.219 0.10 -0.01 -0.07
N 5.541 -1.181 0.725 0.99 -0.95 1.07
O 5.557 0.195 0.371 -0.41 0.05 0.18
C 7.877 -1.519 0.092 0.30 -1.03 0.88
C 6.153 -1.548 -1.711 0.18 -0.19 0.60
C 3.602 -1.073 2.289 1.03 1.00 -0.34
H 2.239 -1.465 0.135 0.10 0.09 0.08
H 3.259 -2.223 -0.971 0.70 0.09 -0.11
H 3.406 -0.445 -0.620 0.32 -0.12 -0.17
H 4.741 -3.399 2.244 0.40 0.16 -0.13
H 3.247 -3.619 1.463 -0.28 0.60 -0.12
H 4.354 -4.059 -0.760 -0.25 0.26 0.13
H 5.022 -5.024 0.541 -0.13 -0.07 -0.16
H 6.781 -3.862 -0.890 -0.17 -0.06 -0.05
H 6.905 -3.865 0.792 0.08 0.83 0.41
H 8.056 -0.449 0.036 0.11 -0.01 -0.14
H 8.151 -1.914 1.079 -0.45 0.62 0.35
H 8.619 -2.104 -0.462 -0.33 0.43 -0.88
H 5.093 -1.450 -1.920 0.02 0.01 -0.15
H 6.670 -0.620 -1.951 -0.19 0.09 -0.11
H 6.582 -2.344 -2.320 -0.05 0.09 -0.17
H 4.163 -1.467 3.138 -0.36 -0.16 0.19
H 2.531 -1.249 2.332 0.09 -0.09 0.19
H 3.783 0.005 2.311 -0.31 0.03 -0.10
H 5.968 0.582 1.151 0.05 0.07 -0.09
```
Forces are in eV/Å.

- SMILES: CC1(C)CCCC(C)(C)N1O.CC1(C)CCCC(C)(C)N1O.CC1(C)CCCC(C)(C)N1O.CC1(C)CCCC(C)(C)N1O.CC1(C)CCCC(C)(C)N1O.OCCO.OCCO.OCCO.OCCO.OCCO
- Multiplicity: 1
- Relative energy (zero: lowest compared OMol25 entry of this formula, charge and spin): 5.9 kcal per mole
- Kohn-Sham gap: 8.1236 eV
- Lowest unoccupied orbital energy: 0.0108 Ha
- E: -3572.59006 hartree

---

C55H34Cl4F3I2N6SSr | wB97M-V/def2-TZVPD

The geometry in XYZ format:
```
106
Properties=species:S:1:pos:R:3:forces:R:3
Sr -0.614 -0.480 -0.576 0.68 -0.74 -1.12
Cl -1.589 8.712 -3.368 0.00 0.06 -0.02
C -1.518 7.105 -2.702 0.00 -0.13 0.06
C -1.591 6.927 -1.331 0.00 0.03 -0.01
C -1.533 5.642 -0.813 -0.01 -0.02 -0.05
C -1.404 4.531 -1.646 0.01 0.08 0.26
C -1.332 4.741 -3.019 0.00 -0.04 -0.04
C -1.390 6.020 -3.552 0.00 0.03 -0.07
C -1.324 3.158 -1.059 0.02 0.10 -0.23
C -2.410 2.302 -1.331 0.01 -0.16 -0.12
C -3.605 2.675 -2.071 -0.02 0.04 0.02
C -4.406 1.585 -2.106 0.03 -0.10 -0.05
C -3.722 0.537 -1.360 -0.06 0.23 0.07
C -4.273 -0.705 -1.005 -0.20 -0.03 -0.04
C -5.605 -1.062 -1.582 0.09 -0.13 -0.08
C -5.704 -2.169 -2.426 0.03 0.01 0.00
C -6.920 -2.558 -2.965 -0.05 0.03 0.02
C -8.059 -1.833 -2.651 0.17 -0.03 0.00
Cl -9.594 -2.316 -3.314 -0.06 -0.01 -0.02
C -7.990 -0.733 -1.814 -0.06 0.05 0.04
C -6.764 -0.356 -1.284 -0.01 0.06 0.02
C -3.759 -1.619 -0.061 -0.08 0.04 0.28
N -2.535 -1.564 0.509 -0.10 0.28 0.44
C -2.508 -2.436 1.550 -0.02 -0.12 -0.26
C -1.435 -2.624 2.440 0.12 -0.29 -0.03
C -1.540 -3.795 3.366 -0.29 0.29 0.22
C -2.380 -3.757 4.478 0.07 -0.07 0.00
C -2.486 -4.842 5.336 0.03 0.00 -0.04
C -1.739 -5.979 5.073 -0.05 0.13 -0.02
Cl -1.861 -7.353 6.138 0.00 -0.03 0.03
C -0.897 -6.041 3.977 0.06 -0.08 -0.02
C -0.801 -4.947 3.129 0.05 -0.04 -0.09
C -0.242 -1.886 2.530 0.20 0.00 -0.20
C 0.815 -2.101 3.504 -0.06 0.02 0.04
C 1.783 -1.190 3.244 0.12 -0.03 -0.16
C 1.323 -0.400 2.109 -0.24 0.08 0.35
N 0.113 -0.862 1.719 -0.09 0.13 0.16
C 1.946 0.762 1.604 0.37 0.07 0.26
C 1.363 1.748 0.794 -0.19 0.21 0.07
C 1.918 3.070 0.544 0.04 -0.07 -0.09
C 0.982 3.761 -0.149 -0.02 0.02 0.07
C -0.152 2.864 -0.332 0.05 -0.04 -0.11
N 0.126 1.678 0.250 -0.15 0.12 0.10
C 3.344 1.053 2.062 -0.05 -0.06 -0.16
C 4.392 1.000 1.141 -0.06 0.02 0.01
C 5.699 1.267 1.521 0.03 0.03 0.03
C 5.962 1.607 2.837 -0.15 -0.05 -0.06
Cl 7.595 1.949 3.329 0.07 0.01 0.02
C 4.939 1.689 3.766 0.06 0.02 0.07
C 3.637 1.416 3.372 -0.02 -0.06 0.07
C -3.778 -3.145 1.599 0.03 0.01 0.06
C -4.553 -2.636 0.613 0.08 -0.07 -0.16
N -2.520 1.005 -0.950 -0.04 0.22 0.27
H -1.694 7.784 -0.679 0.00 0.00 0.00
H -1.591 5.492 0.257 0.00 0.00 0.00
H -1.222 3.888 -3.678 0.00 0.00 0.00
H -1.328 6.177 -4.620 0.00 -0.01 0.00
H -3.822 3.644 -2.491 0.03 0.01 0.00
H -5.372 1.508 -2.576 -0.01 -0.01 0.00
H -4.807 -2.726 -2.666 0.00 0.00 0.01
H -6.984 -3.414 -3.623 -0.01 0.00 0.00
H -8.890 -0.183 -1.573 0.00 0.00 0.00
H -6.706 0.497 -0.620 -0.02 -0.01 0.01
H -2.956 -2.860 4.673 0.00 0.00 -0.01
H -3.138 -4.805 6.198 0.00 -0.02 0.01
H -0.331 -6.943 3.788 0.00 0.01 -0.01
H -0.156 -4.977 2.256 0.01 -0.03 0.02
H 0.808 -2.829 4.300 -0.01 -0.02 -0.01
H 2.701 -1.046 3.793 -0.01 -0.03 -0.04
H 2.890 3.419 0.854 -0.01 0.01 0.02
H 1.054 4.781 -0.492 -0.01 -0.02 -0.02
H 4.173 0.772 0.104 0.02 -0.05 0.03
H 6.505 1.229 0.801 0.01 -0.01 -0.03
H 5.164 1.971 4.786 -0.03 0.00 0.00
H 2.832 1.486 4.094 0.01 0.01 -0.01
H -4.060 -3.899 2.316 0.03 -0.01 0.00
H -5.572 -2.905 0.384 0.00 0.02 -0.02
I -1.423 -3.810 -2.291 0.01 0.09 -0.11
C -0.902 -2.703 -4.036 -0.15 0.08 0.07
I -2.249 -1.102 -4.442 0.08 -0.12 0.05
H -0.905 -3.377 -4.882 0.02 0.00 0.00
H 0.052 -2.227 -3.811 0.01 -0.04 -0.02
N 3.227 -4.378 2.080 0.01 0.00 -0.09
C 3.052 -3.604 0.977 0.00 -0.16 -0.13
N 3.970 -2.623 0.806 0.01 0.22 0.07
S 1.834 -3.871 -0.125 -0.10 -0.06 0.18
H 4.118 -4.397 2.548 -0.01 0.04 -0.01
H 2.672 -5.214 2.112 -0.03 0.00 0.05
H 4.427 -2.234 1.616 0.01 0.00 0.05
H 3.736 -1.951 0.092 -0.04 0.03 -0.07
F 8.159 2.188 -1.744 0.05 0.00 0.02
C 7.048 2.945 -1.815 -0.01 -0.04 -0.06
F 7.277 3.880 -2.764 0.01 0.03 -0.01
F 6.961 3.615 -0.647 0.03 0.07 0.06
C 5.821 2.141 -2.092 -0.05 0.01 -0.03
C 4.604 2.802 -2.227 0.05 0.00 0.01
C 3.445 2.084 -2.446 0.08 0.08 0.06
C 3.471 0.687 -2.515 0.01 -0.24 0.09
C 4.708 0.039 -2.398 0.11 0.04 -0.02
C 5.874 0.759 -2.190 0.00 -0.06 0.00
C 2.267 -0.072 -2.615 -0.15 0.03 0.03
C 1.229 -0.732 -2.632 -0.09 0.05 0.07
H 4.569 3.882 -2.146 -0.03 0.00 0.00
H 2.497 2.592 -2.525 -0.11 0.04 -0.01
H 4.739 -1.042 -2.454 -0.02 0.00 -0.02
H 6.821 0.246 -2.091 -0.02 0.00 0.00
```
Forces are in eV/Å.

- Multiplicity: 1
- Relative energy (zero: lowest compared OMol25 entry of this formula, charge and spin): 14.3 kcal per mole
- Kohn-Sham gap: 5.6703 eV
- Lowest unoccupied orbital energy: 0.0428 Ha
- Net charge: -1
- E: -5609.70276 hartree